Here is a structure of composition C25H15BrCoN5O4 in a non-equilibrium geometry from OMol25. Energies are from ωB97M-V/def2-TZVPD.

XYZ file:
```
51
Properties=species:S:1:pos:R:3:nbo_charge:R:1
Co 0.649 0.889 0.104 0.55
Br 5.587 2.484 -5.119 -0.01
C 4.493 1.906 -3.659 -0.14
C 4.995 0.926 -2.809 -0.22
C 4.206 0.473 -1.776 -0.28
C 2.907 0.973 -1.584 0.47
O 2.153 0.483 -0.664 -0.68
C 2.414 2.000 -2.455 -0.25
C 1.099 2.472 -2.292 0.13
N 0.234 1.998 -1.397 -0.50
C -1.101 2.299 -1.479 0.15
C -1.772 2.898 -2.559 -0.24
C -3.143 3.082 -2.505 -0.21
C -3.882 2.714 -1.396 -0.21
C -3.252 2.124 -0.286 -0.11
C -3.920 1.748 0.897 -0.14
C -3.179 1.202 1.925 -0.25
C -1.820 0.984 1.763 0.05
N -1.149 1.273 0.640 -0.43
C -1.853 1.888 -0.350 0.20
C 3.244 2.450 -3.499 -0.17
H 5.981 0.519 -2.972 0.22
H 4.558 -0.292 -1.100 0.23
H 0.774 3.262 -2.965 0.16
H -1.237 3.180 -3.452 0.21
H -3.648 3.528 -3.352 0.21
H -4.950 2.874 -1.367 0.20
H -4.984 1.905 0.987 0.21
H -3.633 0.925 2.866 0.23
H -1.258 0.556 2.574 0.25
H 2.876 3.201 -4.182 0.21
N -1.435 -2.139 5.001 -0.51
C -0.828 -1.616 4.166 0.44
N -0.144 -0.866 3.375 -0.65
C 0.548 -1.189 2.340 0.51
N 1.313 -0.370 1.638 -0.33
O 1.319 -3.959 3.526 -0.66
C 0.335 -3.730 2.616 0.45
C -0.846 -4.413 2.593 -0.33
C -1.836 -4.131 1.645 -0.20
C -1.602 -3.168 0.659 -0.24
C -0.429 -2.483 0.614 -0.15
C 0.597 -2.611 1.692 -0.39
C 1.985 -2.490 1.051 0.80
O 2.672 -3.365 0.603 -0.58
O 2.314 -1.205 1.022 -0.34
H 1.014 -4.618 4.164 0.48
H -1.019 -5.179 3.337 0.21
H -2.769 -4.667 1.678 0.20
H -2.356 -2.973 -0.090 0.21
H -0.224 -1.754 -0.165 0.23
```

Calculated values
- Kohn-Sham gap (alpha / beta): 5.428 / 5.448 eV
- LUMO level (alpha / beta): 1.559 / 1.560 eV
- 2S+1: 2
- Net charge: -1
- Total energy: -149477.0839 eV
- <S²>: 0.791